A molecular structure, C3H6N4O at a distorted geometry, computed with wB97M-V/def2-TZVPD.

```
14
Properties=species:S:1:pos:R:3:nbo_charge:R:1
C 0.67 0.37 -0.10 0.537
C -1.52 1.03 0.03 -0.191
C -1.44 -0.32 0.15 0.381
H 3.14 -0.73 0.98 0.358
H 2.86 -1.04 -0.78 0.357
H 0.01 2.35 -0.71 0.403
H -2.31 1.81 0.18 0.223
H -3.28 -0.77 0.60 0.482
H 0.29 -1.70 -0.11 0.457
N 2.33 -0.92 0.14 -0.710
N 1.89 0.38 -0.13 -0.439
N -0.16 1.52 0.07 -0.594
N -0.09 -0.73 -0.15 -0.629
O -2.39 -1.24 -0.16 -0.634
```

Output
Multiplicity: 1
E_tot, eV: -11211.5091
Orbital gap, eV: 7.45
Energy relative to the best compared isomer or geometry (same formula, charge and spin), kcal/mol: 121.5
Highest occupied orbital energy, eV: -7.36
LUMO level, eV: 0.087
Total charge: 0